Entry 1:
Computed, not measured: a cluster of 13 separate species, C47H93N9O32P2 in total at a distorted geometry, with the ωB97M-V functional and the def2-TZVPD basis.

The calculation puts the LUMO energy at -0.0038 Eh. The orbital gap comes out at 8.3 eV.

Each line ends with the Löwdin charge.
Geometry (Å):
C (4.83, 2.75, 1.56)  0.0423
N (5.58, 3.86, 0.89)  -0.4373
O (5.18, 4.99, 1.08)  0.0685
O (6.61, 3.59, 0.31)  0.0605
H (4.59, 2.05, 0.76)  0.0718
H (3.95, 3.09, 2.09)  0.0660
H (5.53, 2.32, 2.28)  0.1002
C (1.29, 5.89, 0.02)  0.0549
N (0.93, 4.45, -0.04)  -0.4379
O (1.86, 3.69, -0.25)  0.0343
O (-0.21, 4.08, 0.14)  0.0542
H (1.49, 6.30, -0.97)  0.0949
H (2.13, 6.06, 0.69)  0.0918
H (0.38, 6.39, 0.34)  0.0976
C (-0.07, 2.46, -2.81)  0.0496
N (0.89, 3.54, -3.11)  -0.3646
O (0.98, 4.46, -2.31)  0.0257
O (1.35, 3.59, -4.24)  0.0657
H (0.32, 1.85, -1.99)  0.0493
H (-0.22, 1.88, -3.71)  0.0865
H (-1.01, 2.96, -2.56)  0.0766
C (-1.69, 1.45, 8.03)  -0.0168
C (-2.10, 1.03, 6.64)  -0.2984
C (-1.04, 1.32, 5.56)  -0.0862
O (-0.79, 0.06, 4.97)  0.0482
C (-1.62, -0.88, 5.45)  -0.5635
O (-1.72, -2.00, 5.03)  0.1736
O (-2.33, -0.38, 6.47)  0.0948
H (-2.41, 1.18, 8.80)  0.0910
H (-1.62, 2.54, 8.03)  0.0780
H (-0.72, 1.02, 8.29)  0.0946
H (-3.06, 1.49, 6.38)  0.1283
H (-0.13, 1.64, 6.08)  0.0857
H (-1.38, 2.03, 4.81)  0.1449
C (0.92, 3.98, 7.45)  -0.0177
C (2.15, 4.02, 6.56)  -0.2681
C (2.49, 2.77, 5.72)  -0.0983
O (2.69, 3.22, 4.40)  0.0521
C (2.44, 4.52, 4.32)  -0.5586
O (2.48, 5.13, 3.28)  0.1572
O (1.99, 4.98, 5.50)  0.0945
H (0.86, 4.93, 7.99)  0.0923
H (1.06, 3.23, 8.23)  0.0916
H (-0.05, 3.81, 6.99)  0.0702
H (3.02, 4.36, 7.12)  0.1561
H (1.67, 2.05, 5.69)  0.1062
H (3.31, 2.16, 6.09)  0.1328
C (-3.37, 5.07, -2.25)  -0.0081
C (-4.35, 4.05, -1.69)  -0.2853
C (-3.80, 2.86, -0.89)  -0.0762
O (-4.35, 3.05, 0.40)  0.0609
C (-5.24, 4.00, 0.41)  -0.5931
O (-5.85, 4.35, 1.39)  0.1255
O (-5.37, 4.55, -0.80)  0.1112
H (-2.64, 5.34, -1.48)  0.0841
H (-3.80, 6.01, -2.59)  0.0861
H (-2.87, 4.62, -3.11)  0.0722
H (-4.85, 3.63, -2.57)  0.1255
H (-2.72, 2.93, -0.78)  0.1195
H (-4.09, 1.90, -1.31)  0.1210
C (1.65, 1.25, 2.01)  -0.0002
C (0.43, 0.54, 1.42)  -0.2755
C (-0.01, 0.94, 0.00)  -0.1149
O (-0.11, -0.33, -0.62)  0.0524
C (0.39, -1.30, 0.12)  -0.5697
O (0.54, -2.44, -0.26)  0.1216
O (0.85, -0.79, 1.24)  0.0786
H (1.85, 0.83, 2.99)  0.0656
H (1.47, 2.31, 2.21)  0.0790
H (2.49, 1.19, 1.33)  0.0794
H (-0.38, 0.54, 2.15)  0.1429
H (0.76, 1.60, -0.41)  0.0708
H (-0.95, 1.48, 0.08)  0.1093
C (-1.01, -4.40, -2.33)  -0.0253
C (-1.61, -5.62, -3.07)  -0.2838
C (-0.71, -6.29, -4.14)  -0.0974
O (-0.66, -7.62, -3.70)  0.0692
C (-1.39, -7.83, -2.55)  -0.5429
O (-1.53, -8.84, -1.93)  0.1522
O (-1.85, -6.66, -2.11)  0.0876
H (-1.50, -4.26, -1.37)  0.0900
H (-1.21, -3.50, -2.91)  0.0604
H (0.07, -4.47, -2.23)  0.0726
H (-2.55, -5.20, -3.45)  0.1372
H (0.25, -5.79, -4.01)  0.1195
H (-1.06, -6.00, -5.14)  0.1335
C (-5.28, 1.40, 4.40)  -0.0139
C (-5.35, 0.53, 3.18)  -0.2770
C (-5.91, 1.13, 1.89)  -0.0858
O (-4.96, 0.74, 0.94)  0.0522
C (-3.81, 0.38, 1.52)  -0.5419
O (-2.81, 0.12, 0.91)  0.1620
O (-3.97, 0.29, 2.85)  0.0945
H (-4.67, 0.95, 5.17)  0.0650
H (-6.29, 1.48, 4.82)  0.0958
H (-4.93, 2.43, 4.28)  0.0988
H (-5.87, -0.41, 3.34)  0.1589
H (-6.00, 2.22, 1.91)  0.1074
H (-6.92, 0.79, 1.66)  0.1426
C (4.91, -0.35, 4.20)  -0.0005
C (3.82, -1.25, 4.85)  -0.2900
C (2.61, -1.59, 4.01)  -0.0973
O (2.52, -3.01, 4.03)  0.0941
C (3.66, -3.49, 4.46)  -0.5703
O (4.10, -4.60, 4.29)  0.1593
O (4.42, -2.54, 5.08)  0.0731
H (5.83, -0.67, 4.70)  0.0903
H (4.70, 0.70, 4.38)  0.0632
H (5.03, -0.52, 3.13)  0.0795
H (3.49, -0.83, 5.81)  0.1440
H (2.76, -1.34, 2.96)  0.1093
H (1.66, -1.20, 4.37)  0.1278
C (1.24, -5.60, 1.10)  -0.0136
C (0.63, -6.91, 1.58)  -0.2588
C (0.40, -7.98, 0.51)  -0.0924
O (1.09, -9.10, 1.01)  0.0984
C (1.92, -8.74, 1.95)  -0.5952
O (2.82, -9.42, 2.42)  0.1238
O (1.76, -7.46, 2.30)  0.0748
H (2.03, -5.84, 0.39)  0.0939
H (1.66, -4.95, 1.87)  0.0813
H (0.54, -4.94, 0.58)  0.0638
H (-0.22, -6.83, 2.26)  0.1558
H (0.75, -7.66, -0.47)  0.1333
H (-0.64, -8.29, 0.47)  0.1304
O (2.47, 0.59, -1.91)  -0.2489
P (3.48, -0.40, -2.36)  0.5884
N (2.77, -1.74, -3.09)  -0.2863
C (1.42, -1.67, -3.64)  -0.0979
C (3.49, -2.99, -3.30)  -0.1136
N (4.38, -1.08, -1.10)  -0.3002
C (5.62, -0.48, -0.61)  -0.0890
C (3.67, -2.00, -0.17)  -0.0731
N (4.62, 0.13, -3.51)  -0.3092
C (5.69, -0.70, -3.98)  -0.1430
C (4.41, 1.37, -4.26)  -0.0897
H (0.68, -1.27, -2.95)  0.0474
H (1.09, -2.65, -3.99)  0.0698
H (1.36, -1.00, -4.51)  0.0775
H (3.76, -3.08, -4.36)  0.0754
H (2.91, -3.89, -3.07)  0.0770
H (4.40, -2.98, -2.72)  0.0687
H (6.19, -1.21, -0.04)  0.0867
H (6.11, -0.01, -1.46)  0.0703
H (5.34, 0.28, 0.13)  0.0516
H (4.32, -2.75, 0.28)  0.0933
H (3.15, -1.40, 0.58)  0.0636
H (2.86, -2.46, -0.73)  0.0567
H (5.35, -1.38, -4.77)  0.0753
H (6.53, -0.14, -4.39)  0.0897
H (6.07, -1.36, -3.20)  0.0693
H (4.96, 2.17, -3.78)  0.0865
H (3.35, 1.62, -4.16)  0.0542
H (4.61, 1.25, -5.33)  0.0848
O (-2.87, 2.01, -3.62)  -0.2724
P (-3.33, 0.88, -4.44)  0.5846
N (-4.88, 1.08, -5.09)  -0.3025
C (-5.12, 2.18, -6.01)  -0.1019
C (-6.01, 0.84, -4.23)  -0.1363
N (-3.42, -0.56, -3.56)  -0.2862
C (-2.37, -0.69, -2.56)  -0.0999
C (-4.06, -1.77, -4.01)  -0.1365
N (-2.37, 0.57, -5.82)  -0.2962
C (-1.68, 1.71, -6.45)  -0.1091
C (-2.38, -0.66, -6.60)  -0.0870
H (-6.18, 2.22, -6.27)  0.0837
H (-4.62, 1.92, -6.95)  0.0765
H (-4.73, 3.15, -5.70)  0.0828
H (-6.12, 1.67, -3.52)  0.0809
H (-5.93, -0.07, -3.63)  0.0654
H (-6.97, 0.73, -4.73)  0.0869
H (-1.45, -0.94, -3.09)  0.0705
H (-2.14, 0.25, -2.07)  0.0602
H (-2.62, -1.41, -1.78)  0.0968
H (-3.39, -2.56, -4.39)  0.0709
H (-4.51, -2.27, -3.15)  0.0916
H (-4.71, -1.54, -4.86)  0.0712
H (-2.01, 2.64, -5.99)  0.0702
H (-0.59, 1.61, -6.35)  0.0780
H (-1.88, 1.79, -7.52)  0.0761
H (-3.24, -1.28, -6.37)  0.0559
H (-1.44, -1.16, -6.39)  0.0828
H (-2.42, -0.36, -7.65)  0.0804



Entry 2:
Computed, not measured: a structure of composition C29H19F5N3O2PtS at a distorted geometry, with the ωB97M-V functional and the def2-TZVPD basis.

The value obtained for the energy above the lowest of the compared OMol25 structures with the same formula, charge and spin is 0.2760 eV. Its expectation value of S² is 6.044. As for the spin multiplicity: 5. Its charge is +3. The calculation puts the LUMO energy (spin up / spin down) at -0.3496 / -0.4993 Eh. The orbital gap (spin up / spin down) comes out at 6.2 / 2.1 eV.

Each line ends with the Mulliken spin population.
Geometry (Å):
Pt (-0.71, -0.15, -0.26)  1.5979
C (-3.00, 3.94, -0.04)  0.0107
O (-3.16, 3.27, -1.31)  0.0210
C (-2.44, 2.18, -1.27)  0.0287
N (-1.71, 1.96, -0.23)  0.1228
C (-1.85, 3.14, 0.64)  -0.0229
C (-2.07, 2.90, 2.10)  0.0078
C (-2.49, 1.66, 2.62)  0.0106
C (-2.72, 1.54, 3.96)  -0.0018
C (-2.49, 2.65, 4.83)  0.0010
C (-2.13, 3.90, 4.31)  0.0052
C (-1.91, 4.02, 2.97)  -0.0016
C (-2.49, 1.24, -2.40)  -0.0042
C (-3.17, 1.46, -3.59)  0.0050
C (-3.15, 0.45, -4.55)  -0.0029
C (-2.47, -0.74, -4.29)  0.0056
C (-1.82, -0.86, -3.07)  -0.0031
N (-1.83, 0.11, -2.16)  0.0541
C (-1.11, -2.05, -2.58)  0.0202
N (-0.64, -2.08, -1.39)  0.1098
C (0.05, -3.36, -1.18)  -0.0059
C (-0.22, -4.09, -2.53)  0.0401
O (-0.95, -3.11, -3.33)  0.0201
C (1.52, -3.20, -0.85)  0.1684
C (2.21, -2.04, -1.16)  0.0366
C (3.59, -1.96, -0.95)  0.2207
C (4.27, -3.05, -0.40)  0.2266
C (3.59, -4.21, -0.09)  -0.0088
C (2.21, -4.29, -0.31)  0.2313
H (-3.95, 3.86, 0.50)  0.0009
H (-2.76, 4.98, -0.22)  0.0015
H (-0.91, 3.70, 0.56)  0.0113
H (-2.68, 0.83, 1.95)  0.0077
H (-3.11, 0.62, 4.37)  -0.0004
H (-2.57, 2.51, 5.90)  0.0001
H (-2.00, 4.75, 4.97)  0.0000
H (-1.58, 4.98, 2.56)  -0.0002
H (-3.70, 2.39, -3.75)  0.0013
H (-3.67, 0.58, -5.48)  0.0002
H (-2.44, -1.55, -5.01)  0.0006
H (-0.44, -3.88, -0.35)  0.0225
H (-0.85, -4.97, -2.43)  -0.0002
H (0.69, -4.34, -3.07)  -0.0067
H (1.70, -1.19, -1.61)  -0.0078
H (4.13, -1.08, -1.27)  -0.0022
H (5.34, -2.99, -0.21)  -0.0013
H (4.11, -5.06, 0.32)  0.0073
H (1.68, -5.19, -0.04)  -0.0051
F (5.98, 0.80, 1.52)  0.0266
C (4.72, 0.49, 1.55)  0.1399
C (4.32, -0.76, 2.05)  -0.0077
F (5.22, -1.61, 2.48)  0.0022
C (2.98, -1.07, 2.07)  0.1381
F (2.59, -2.23, 2.55)  0.0144
C (2.00, -0.16, 1.57)  0.0122
S (0.36, -0.58, 1.72)  0.6998
C (2.44, 1.08, 1.06)  0.0612
F (1.55, 1.93, 0.58)  0.0020
C (3.77, 1.41, 1.06)  -0.0078
F (4.17, 2.58, 0.60)  -0.0037